C56H44F16O10S2 | the ωB97M-V functional and the def2-TZVPD basis

XYZ file:
```
128
Properties=species:S:1:pos:R:3
C 3.308 0.401 2.396
C 2.325 1.490 2.821
C 2.234 2.640 1.817
F 1.597 3.734 2.351
F 3.477 3.052 1.414
F 1.146 0.857 3.043
F 2.732 2.043 3.997
O 4.622 0.940 2.246
C 5.748 0.170 2.385
C 6.888 1.167 2.244
F 6.851 2.172 3.108
F 8.058 0.498 2.403
F 5.743 -0.517 3.530
F 5.771 -0.711 1.368
H 3.096 -0.063 1.430
H 3.362 -0.419 3.117
H 1.686 2.516 0.874
H 6.838 1.491 1.203
C -7.850 1.374 -2.187
C -9.088 2.200 -2.573
C -9.558 3.039 -1.346
F -8.578 3.721 -0.749
F -10.564 3.889 -1.687
F -8.914 2.989 -3.643
F -10.030 1.247 -2.863
O -8.168 0.477 -1.168
C -7.144 -0.450 -0.812
C -5.932 0.270 -0.210
F -6.370 1.221 0.674
F -5.116 -0.599 0.435
F -7.743 -1.222 0.099
F -6.873 -1.167 -1.910
H -7.119 2.162 -1.952
H -7.489 0.793 -3.040
H -10.038 2.309 -0.688
H -5.331 0.841 -0.926
C -0.639 0.133 -2.432
S -0.420 -0.186 -0.635
O 1.025 0.156 -0.330
C -1.433 1.088 0.151
H -0.136 1.078 -2.654
H -1.676 0.182 -2.761
H -0.046 -0.629 -2.936
H -1.653 0.727 1.159
H -2.445 1.063 -0.270
H -1.065 2.111 0.171
C -4.157 1.259 -5.277
S -4.359 2.442 -3.913
O -4.302 1.568 -2.691
C -2.739 3.273 -4.185
H -4.159 1.678 -6.285
H -4.877 0.447 -5.247
H -3.124 0.922 -5.164
H -2.826 4.325 -3.923
H -2.461 3.154 -5.229
H -2.009 2.825 -3.512
C 8.065 7.186 0.484
C 6.772 7.703 0.627
C 5.741 7.021 -0.032
C 5.903 5.756 -0.596
C 7.188 5.213 -0.664
C 8.250 6.006 -0.219
C 7.421 3.836 -1.108
O 8.521 3.337 -1.093
C 6.150 3.037 -1.360
C 6.231 1.644 -1.451
C 5.081 0.858 -1.566
C 3.834 1.438 -1.632
C 3.711 2.820 -1.525
C 4.846 3.602 -1.371
C 4.683 5.054 -1.088
O 3.602 5.595 -1.041
H 8.910 7.821 0.717
H 6.595 8.707 0.987
H 4.773 7.490 0.081
H 9.241 5.575 -0.139
H 7.193 1.159 -1.567
H 5.205 -0.196 -1.780
H 2.996 0.791 -1.859
H 2.768 3.349 -1.525
C -5.368 -1.588 7.037
C -5.259 -0.591 6.070
C -4.461 -0.727 4.952
C -3.736 -1.886 4.736
C -4.000 -2.994 5.581
C -4.783 -2.810 6.731
C -3.359 -4.295 5.322
O -3.485 -5.229 6.084
C -2.783 -4.493 3.959
C -2.313 -5.753 3.569
C -1.775 -5.896 2.295
C -1.610 -4.804 1.458
C -1.861 -3.503 1.901
C -2.552 -3.404 3.099
C -2.891 -1.988 3.509
O -2.597 -1.016 2.865
H -5.921 -1.438 7.952
H -5.623 0.393 6.347
H -4.327 0.151 4.335
H -5.003 -3.692 7.319
H -2.413 -6.596 4.237
H -1.387 -6.842 1.938
H -1.072 -4.924 0.524
H -1.516 -2.635 1.362
C 2.864 -4.291 1.698
C 3.514 -3.138 1.268
C 3.340 -2.638 -0.002
C 2.493 -3.284 -0.889
C 1.915 -4.513 -0.502
C 2.080 -4.985 0.783
C 1.181 -5.383 -1.488
O 0.725 -6.453 -1.149
C 1.181 -4.920 -2.883
C 0.899 -5.895 -3.850
C 0.596 -5.398 -5.105
C 1.002 -4.125 -5.539
C 1.529 -3.262 -4.591
C 1.652 -3.652 -3.257
C 2.298 -2.744 -2.257
O 2.542 -1.594 -2.553
H 3.066 -4.678 2.687
H 4.183 -2.664 1.975
H 3.877 -1.736 -0.265
H 1.614 -5.925 1.049
H 0.635 -6.887 -3.518
H 0.219 -6.067 -5.872
H 0.927 -3.858 -6.582
H 2.003 -2.324 -4.855
```

Computed properties:
2S+1: 1
maximum force: 2.8 eV/A
lowest unoccupied orbital energy: -0.049 Eh
E_HOMO: -9.26 eV

C56H45INO4RbSSb2 | the ωB97M-V functional and the def2-TZVPD basis

XYZ file:
```
111
Properties=species:S:1:pos:R:3
Rb -0.206 -0.294 -0.812
O 5.407 -5.126 1.185
C 4.196 -5.239 1.423
O 3.522 -6.248 1.661
C 3.397 -3.894 1.441
C 4.019 -2.679 1.711
C 3.250 -1.532 1.742
N 1.950 -1.510 1.465
C 1.363 -2.664 1.136
C 2.039 -3.879 1.159
C -0.043 -2.523 0.575
O -0.189 -2.926 -0.590
O -0.916 -1.904 1.231
H 5.087 -2.656 1.873
H 3.686 -0.569 1.994
H 1.529 -4.810 0.953
I -1.975 2.974 -2.213
C -1.897 2.058 -4.163
C -2.897 2.336 -5.049
C -2.846 1.758 -6.327
C -1.802 0.945 -6.661
C -0.765 0.671 -5.748
C 0.319 -0.156 -6.090
C 1.290 -0.423 -5.162
C 1.224 0.134 -3.875
C 0.198 0.968 -3.445
C -0.802 1.224 -4.430
H -3.710 2.995 -4.784
H -3.638 1.961 -7.036
H -1.754 0.483 -7.639
H 0.358 -0.579 -7.088
H 2.125 -1.063 -5.429
H 2.050 -0.089 -3.199
C 1.329 2.645 3.953
C 1.221 1.820 5.198
C 1.793 2.270 6.380
C 1.718 1.515 7.538
C 1.076 0.290 7.515
C 0.491 -0.153 6.339
C 0.534 0.603 5.179
Sb -0.378 -0.087 3.283
C -1.237 -1.865 4.234
C -0.430 -2.973 4.009
C -0.792 -4.242 4.418
C -1.994 -4.421 5.080
C -2.794 -3.323 5.338
C -2.435 -2.041 4.928
C -3.348 -0.902 5.290
C -2.062 1.324 3.614
C -2.022 2.299 4.602
C -3.041 3.226 4.749
C -4.128 3.190 3.894
C -4.174 2.232 2.898
C -3.155 1.300 2.747
C -3.267 0.284 1.659
H 1.950 3.528 4.113
H 0.344 2.978 3.620
H 1.751 2.042 3.147
H 2.304 3.227 6.395
H 2.168 1.882 8.452
H 1.029 -0.315 8.413
H -0.017 -1.110 6.325
H 0.506 -2.841 3.486
H -0.145 -5.083 4.211
H -2.309 -5.407 5.402
H -3.728 -3.457 5.874
H -3.987 -1.183 6.130
H -3.989 -0.635 4.448
H -2.768 -0.025 5.567
H -1.190 2.328 5.293
H -2.988 3.966 5.538
H -4.940 3.898 4.007
H -5.011 2.205 2.212
H -4.311 0.098 1.405
H -2.796 -0.652 1.946
H -2.759 0.658 0.765
S 1.505 2.006 0.436
Sb 2.415 4.041 0.223
C 4.508 3.996 0.702
C 4.895 3.364 1.876
C 6.236 3.240 2.185
C 7.197 3.730 1.314
C 6.812 4.339 0.129
C 5.468 4.470 -0.177
C 2.407 4.995 -1.702
C 2.784 4.235 -2.798
C 2.786 4.799 -4.060
C 2.399 6.120 -4.226
C 2.009 6.875 -3.131
C 2.015 6.313 -1.865
C 1.616 5.529 1.547
C 2.414 6.147 2.496
C 1.866 7.079 3.359
C 0.516 7.391 3.275
C -0.285 6.754 2.339
C 0.260 5.819 1.480
H 4.141 2.960 2.538
H 6.533 2.747 3.100
H 8.247 3.627 1.551
H 7.561 4.701 -0.563
H 5.167 4.940 -1.106
H 3.060 3.199 -2.662
H 3.075 4.204 -4.914
H 2.388 6.559 -5.215
H 1.690 7.901 -3.264
H 1.710 6.902 -1.009
H 3.467 5.898 2.561
H 2.489 7.557 4.104
H 0.090 8.124 3.945
H -1.340 6.981 2.284
H -0.364 5.306 0.759
```

Computed properties:
2S+1: 1
maximum force: 1.3 eV/A
charge: -2
lowest unoccupied orbital energy: 0.120 Eh
E_HOMO: -2.30 eV

C56H45N6O4Re | the ωB97M-V functional and the def2-TZVPD basis

XYZ file:
```
112
Properties=species:S:1:pos:R:3
Re -0.478 -0.861 -0.246
C -3.860 1.341 -2.948
C -2.742 1.300 -2.120
N -1.825 0.358 -2.266
C -1.977 -0.513 -3.260
C -3.124 -0.501 -4.048
N -4.061 0.420 -3.880
C -0.814 -1.374 -3.478
C -0.458 -1.764 -4.757
C 0.768 -2.376 -4.985
C 1.582 -2.582 -3.875
C 1.166 -2.172 -2.625
N -0.030 -1.594 -2.407
C 2.018 -2.365 -1.454
C 3.403 -2.500 -1.512
N 4.118 -2.759 -0.431
C 3.467 -2.904 0.716
C 2.097 -2.693 0.806
N 1.385 -2.396 -0.280
C 1.239 -2.705 -6.343
C 1.001 -1.824 -7.394
C 1.519 -2.127 -8.646
N 2.221 -3.227 -8.887
C 2.440 -4.073 -7.888
C 1.979 -3.854 -6.598
H -4.608 2.118 -2.849
H -2.569 2.041 -1.351
H -3.303 -1.252 -4.809
H -1.128 -1.560 -5.580
H 2.551 -3.046 -3.993
H 3.942 -2.367 -2.441
H 4.048 -3.168 1.590
H 1.577 -2.748 1.751
H 0.453 -0.903 -7.240
H 1.365 -1.458 -9.484
H 3.010 -4.962 -8.130
H 2.174 -4.584 -5.822
C 1.842 3.787 3.573
C 2.216 2.327 3.439
C 3.385 1.957 4.335
O 1.073 1.527 3.715
C 1.144 0.431 2.849
C 1.732 1.022 1.546
O 2.578 2.006 2.075
C 0.901 1.605 0.309
O -0.404 1.040 0.158
C 0.694 3.126 0.414
C -0.582 3.647 0.608
C -0.786 5.021 0.653
C 0.279 5.890 0.491
C 1.552 5.375 0.291
C 1.761 4.006 0.250
C 1.757 1.344 -0.954
C 3.143 1.183 -0.918
C 3.860 0.971 -2.088
C 3.210 0.924 -3.314
C 1.840 1.136 -3.365
C 1.125 1.358 -2.197
C -0.106 -0.492 2.810
O 0.029 -1.115 1.528
C -1.469 0.165 3.064
C -1.666 1.541 2.967
C -2.847 2.119 3.412
C -3.860 1.334 3.938
C -3.700 -0.044 3.981
C -2.518 -0.621 3.549
C 0.109 -1.575 3.878
C 0.512 -1.210 5.157
C 0.692 -2.179 6.132
C 0.464 -3.518 5.845
C 0.047 -3.885 4.575
C -0.131 -2.916 3.594
H 1.634 4.008 4.619
H 0.961 4.021 2.977
H 2.673 4.403 3.233
H 3.158 2.225 5.366
H 4.271 2.503 4.013
H 3.597 0.889 4.287
H 1.953 -0.231 3.190
H 2.356 0.235 1.116
H -1.423 2.978 0.728
H -1.783 5.408 0.818
H 0.122 6.960 0.516
H 2.395 6.042 0.165
H 2.763 3.635 0.096
H 3.686 1.251 0.016
H 4.935 0.861 -2.038
H 3.774 0.763 -4.224
H 1.327 1.151 -4.320
H 0.072 1.592 -2.248
H -0.885 2.180 2.597
H -2.952 3.197 3.383
H -4.768 1.792 4.309
H -4.483 -0.672 4.387
H -2.398 -1.693 3.636
H 0.676 -0.166 5.395
H 1.013 -1.883 7.121
H 0.596 -4.269 6.612
H -0.145 -4.924 4.343
H -0.486 -3.204 2.612
C -2.276 -1.080 -0.084
C -3.622 -1.045 0.282
C -4.479 -2.161 0.304
C -5.782 -2.010 0.721
C -6.263 -0.755 1.084
C -5.433 0.362 1.040
C -4.118 0.228 0.661
H -4.105 -3.128 -0.004
H -6.442 -2.867 0.749
H -7.287 -0.645 1.413
H -5.819 1.334 1.317
H -3.437 1.063 0.678
```

Computed properties:
2S+1: 1
maximum force: 4.0 eV/A
charge: +2
lowest unoccupied orbital energy: -0.262 Eh
E_HOMO: -13.32 eV
ΔE to the lowest compared entry with this formula, charge and spin: 107.05 kJ/mol

C56H46LiO6P2S3 | the ωB97M-V functional and the def2-TZVPD basis

XYZ file:
```
114
Properties=species:S:1:pos:R:3
Li -0.590 -1.875 0.820
O -0.243 1.386 -3.008
S 0.137 1.386 -1.604
C 1.634 2.489 -1.497
C 1.397 3.793 -1.851
C 2.343 4.840 -1.880
C 3.643 4.609 -1.377
C 4.818 5.474 -1.108
C 5.817 4.520 -0.340
C 5.261 3.150 -0.573
C 5.802 1.887 -0.483
C 4.973 0.815 -0.779
C 3.606 0.927 -1.051
P 2.630 -0.534 -1.488
C 3.632 -1.847 -0.809
C 3.923 -1.791 0.557
C 4.428 -2.930 1.209
C 4.584 -4.138 0.480
C 4.361 -4.166 -0.883
C 3.943 -3.016 -1.539
C 2.744 -0.526 -3.290
C 2.027 -1.467 -4.056
C 1.970 -1.404 -5.471
C 2.637 -0.395 -6.147
C 3.393 0.521 -5.420
C 3.526 0.408 -4.043
C 2.989 2.190 -1.159
C 3.934 3.268 -1.034
C -1.354 1.760 -0.432
C -0.835 2.576 0.515
C -1.628 3.390 1.404
C -2.987 3.458 1.167
C -4.089 4.269 1.760
C -5.355 3.499 1.429
C -4.961 2.468 0.407
C -5.740 1.504 -0.229
C -4.994 0.515 -0.880
C -3.598 0.482 -0.944
P -2.911 -1.081 -1.339
C -3.889 -2.277 -0.372
C -3.549 -2.578 0.948
C -4.222 -3.545 1.651
C -5.232 -4.282 1.032
C -5.688 -3.955 -0.235
C -4.976 -2.970 -0.968
C -3.097 -1.292 -3.107
C -2.969 -0.189 -3.961
C -3.167 -0.353 -5.323
C -3.530 -1.607 -5.861
C -3.568 -2.709 -5.038
C -3.251 -2.553 -3.676
C -2.796 1.575 -0.465
C -3.552 2.503 0.247
H 0.373 4.040 -2.198
H 2.081 5.840 -2.265
H 4.526 6.334 -0.470
H 5.260 5.848 -2.044
H 5.796 4.805 0.707
H 6.840 4.595 -0.612
H 6.873 1.745 -0.288
H 5.417 -0.189 -0.804
H 3.722 -0.886 1.098
H 4.698 -2.862 2.252
H 4.858 -5.066 1.009
H 4.535 -5.049 -1.505
H 3.855 -3.037 -2.605
H 1.539 -2.307 -3.506
H 1.444 -2.202 -5.998
H 2.593 -0.330 -7.221
H 3.948 1.322 -5.909
H 4.245 1.056 -3.548
H 0.242 2.738 0.580
H -1.129 4.015 2.119
H -4.077 5.293 1.312
H -3.951 4.351 2.834
H -6.160 4.117 1.087
H -5.675 2.968 2.321
H -6.841 1.372 -0.134
H -5.572 -0.276 -1.392
H -2.752 -2.026 1.474
H -4.024 -3.720 2.697
H -5.644 -5.119 1.574
H -6.544 -4.420 -0.696
H -5.273 -2.779 -2.014
H -2.714 0.812 -3.657
H -2.983 0.521 -5.931
H -3.741 -1.781 -6.904
H -3.834 -3.704 -5.398
H -3.349 -3.428 -2.996
O -1.923 -5.145 -1.273
S -0.719 -4.391 -1.048
O -0.570 -3.777 0.229
O -1.428 -1.416 -1.122
O 0.247 -4.118 -2.080
C 1.488 -1.265 9.029
C 1.271 -0.853 7.612
C 1.333 -1.875 6.621
C 1.042 -1.579 5.315
C 0.671 -0.246 5.014
C 0.762 0.794 5.936
C 1.065 0.495 7.261
S -0.043 0.079 3.373
C -1.727 0.474 4.018
O -0.234 -1.190 2.536
H 1.063 -2.278 9.178
H 0.997 -0.621 9.743
H 2.568 -1.252 9.296
H 1.569 -2.894 6.931
H 1.095 -2.360 4.534
H 0.606 1.833 5.634
H 1.097 1.262 8.024
H -2.139 -0.456 4.489
H -2.345 0.704 3.151
H -1.712 1.301 4.724
```

Computed properties:
2S+1: 1
maximum force: 8.1 eV/A
charge: -1
lowest unoccupied orbital energy (alpha / beta): 0.058 / 0.058 Eh
E_HOMO (alpha / beta): -1.24 / -1.77 eV